DFT (ωB97M-V/def2-TZVPD) results for a molecular structure, C36H45BrGeN7OPSeV.

The geometry in XYZ format:
```
94
Properties=species:S:1:pos:R:3:forces:R:3:lowdin_charge:R:1
V 0.916 0.194 -0.292 -0.517 -0.804 -0.096 0.73
C -0.564 4.885 -3.021 0.010 -0.064 0.037 -0.11
N 0.204 3.750 -2.615 0.049 0.105 -0.295 -0.19
C 1.582 3.712 -2.509 -0.012 0.052 0.099 -0.08
C 1.891 2.538 -1.909 -0.122 -0.128 -0.004 -0.15
N 0.745 1.831 -1.611 0.327 0.234 -0.148 -0.04
C -0.305 2.594 -2.043 -0.318 0.135 0.366 -0.42
P -1.953 2.642 -1.277 0.422 0.074 -0.272 1.06
C -2.702 1.048 -1.786 -0.206 0.030 0.264 -0.45
N -2.423 -0.138 -1.307 -0.021 -0.125 -0.008 0.08
C -3.371 -0.991 -1.794 0.078 0.078 0.001 -0.15
C -4.256 -0.304 -2.577 -0.033 -0.024 -0.002 -0.10
N -3.834 1.002 -2.567 0.053 -0.012 -0.117 -0.15
C -4.506 2.107 -3.212 0.012 -0.002 0.019 -0.08
C -1.558 2.221 0.433 -0.115 -0.188 0.140 -0.45
N -0.672 1.322 0.869 0.102 0.131 -0.109 -0.01
C -0.587 1.480 2.231 0.028 -0.093 -0.015 -0.21
C -1.410 2.483 2.629 0.014 0.028 -0.001 -0.07
N -2.026 2.955 1.489 -0.092 -0.023 0.024 -0.15
C -2.988 4.021 1.426 0.006 0.007 -0.062 -0.08
H 0.094 5.597 -3.518 -0.009 0.009 -0.012 0.08
H -1.038 5.372 -2.157 0.003 0.026 -0.003 0.06
H -1.359 4.592 -3.712 -0.006 -0.009 -0.002 0.07
H 2.208 4.504 -2.884 0.002 -0.010 -0.028 0.10
H 2.863 2.146 -1.669 -0.005 0.011 0.022 0.10
H -3.352 -2.042 -1.556 -0.005 -0.010 0.008 0.10
H -5.127 -0.612 -3.132 0.012 0.004 -0.020 0.10
H -5.153 1.714 -3.996 0.001 0.006 -0.006 0.08
H -3.780 2.782 -3.659 0.007 -0.009 -0.010 0.06
H -5.108 2.676 -2.501 -0.008 -0.003 0.001 0.08
H 0.054 0.842 2.816 -0.003 -0.011 -0.006 0.05
H -1.620 2.895 3.601 -0.009 -0.002 0.002 0.10
H -3.311 4.263 2.437 -0.003 0.001 0.000 0.08
H -3.855 3.720 0.835 -0.010 -0.009 0.027 0.07
H -2.561 4.915 0.959 0.015 0.000 0.018 0.07
O 4.387 2.592 4.235 0.010 -0.034 0.000 0.01
C 3.730 2.073 3.134 0.021 0.109 -0.017 -0.36
C 2.865 2.870 2.387 0.021 0.080 0.020 -0.05
C 2.214 2.271 1.333 0.146 0.013 0.021 -0.20
N 2.349 0.974 1.016 0.532 0.209 0.463 -0.12
C 3.257 0.151 1.671 -0.123 0.223 -0.134 -0.11
Br 0.214 -1.783 1.991 0.247 0.041 -0.069 0.01
C 3.945 0.774 2.746 -0.011 -0.162 -0.022 -0.10
H 4.061 3.487 4.368 0.004 0.017 -0.015 0.08
H 2.700 3.918 2.619 0.007 0.000 -0.018 0.09
H 1.563 2.880 0.711 -0.134 -0.107 0.033 0.09
H 4.666 0.187 3.308 -0.013 0.001 0.016 0.08
C 0.390 -1.512 -1.412 0.064 -0.303 -0.196 -0.23
C 1.744 -1.798 -1.996 -0.187 0.267 0.024 -0.41
C 1.956 -2.400 -3.306 0.075 -0.034 0.105 -0.06
C 3.135 -2.935 -3.683 0.112 -0.083 0.092 -0.13
C 4.176 -3.174 -2.700 -0.109 -0.019 -0.126 -0.12
C 3.974 -2.891 -1.398 -0.025 -0.010 0.066 -0.07
C 2.846 -2.103 -0.910 0.018 0.106 0.021 -0.17
H -0.071 -2.356 -0.892 -0.050 0.047 0.030 0.02
H -0.296 -1.153 -2.189 0.019 0.149 0.006 0.03
H 1.109 -2.408 -3.989 0.007 0.026 -0.012 0.10
H 3.268 -3.321 -4.689 0.002 0.015 -0.008 0.07
H 5.068 -3.711 -3.007 -0.003 -0.014 0.005 0.08
H 4.667 -3.279 -0.656 0.028 0.051 -0.002 0.10
H 2.518 -2.299 0.106 -0.015 -0.021 -0.006 0.08
C 2.636 -0.708 -1.437 -0.047 -0.050 -0.159 -0.24
C 3.711 -0.085 -2.211 -0.059 -0.012 0.068 -0.24
C 3.519 0.401 -3.509 0.035 -0.050 -0.099 -0.06
C 4.537 1.038 -4.206 -0.006 -0.023 0.023 -0.12
C 5.787 1.213 -3.626 -0.003 0.004 0.013 -0.15
C 5.994 0.749 -2.329 -0.031 0.021 -0.010 -0.11
C 4.976 0.115 -1.636 0.045 0.020 0.033 -0.04
H 2.545 0.274 -3.967 0.004 -0.014 -0.004 0.12
H 4.353 1.393 -5.216 -0.006 0.017 0.005 0.08
H 6.587 1.699 -4.174 -0.002 0.011 0.005 0.07
H 6.962 0.881 -1.856 -0.002 0.015 0.008 0.08
H 5.127 -0.237 -0.621 0.000 -0.009 -0.003 0.11
C -3.517 -3.038 5.226 -0.059 0.126 0.026 -0.24
Ge -2.780 -4.118 3.771 0.060 -0.120 0.099 0.72
C -3.820 -5.794 3.740 -0.068 -0.081 -0.046 -0.24
C -0.939 -4.581 4.193 0.071 0.015 0.028 -0.24
C -2.943 -3.240 2.038 0.021 0.058 -0.111 -0.64
Se -2.925 -1.288 2.125 -0.330 0.096 -0.004 0.74
C -4.890 -1.170 2.241 0.063 0.031 0.014 -0.44
H -3.182 -3.427 6.189 -0.015 -0.016 0.001 0.01
H -4.609 -3.036 5.208 0.003 -0.007 0.011 0.00
H -3.166 -2.011 5.115 0.002 0.007 0.024 0.00
H -3.772 -6.294 4.710 -0.002 -0.004 0.001 0.00
H -3.426 -6.476 2.985 -0.007 -0.002 0.000 0.01
H -4.868 -5.595 3.507 -0.001 -0.009 0.007 0.00
H -0.869 -4.978 5.209 0.000 -0.002 -0.005 0.01
H -0.309 -3.696 4.092 0.023 -0.012 -0.010 -0.04
H -0.567 -5.332 3.495 0.011 0.015 -0.008 0.02
H -3.863 -3.536 1.531 0.011 0.001 -0.028 0.01
H -2.089 -3.510 1.418 0.006 0.005 0.015 -0.02
H -5.274 -1.674 3.130 0.001 -0.003 0.005 -0.01
H -5.350 -1.596 1.348 -0.003 -0.003 -0.006 0.00
H -5.147 -0.112 2.295 -0.007 -0.002 0.012 0.00
```
Positions in Å, forces in eV/Å.

F_max, Eh/bohr: 0.019
ΔE to the lowest compared entry with this formula, charge and spin, kJ/mol: 0.0
Multiplicity: 4
Charge: -2
HOMO-LUMO gap (spin up / spin down), eV: 3.39 / 4.85
DFT total energy, hartree: -10194.93052
Highest occupied orbital energy (spin up / spin down), Eh: 0.02057 / -0.03614